# 1
13
Properties=species:S:1:pos:R:3:mulliken_charge:R:1 method="wB97M-V/def2-TZVPD" energy_ev=-17624.2793 e_homo_ev="-9.952 / -8.644" total_charge=0 e_above_lowest_kcal_mol=87.8 e_lumo_ev="-1.369 / -0.783"
C -1.03435 -1.20675 0.26878 -0.8150
N 1.55203 -0.62929 -1.91837 -0.5508
N -0.53805 2.60837 0.11261 -0.5143
N 0.24381 -0.64888 0.66939 -0.1956
F 2.50672 0.16326 0.30239 -0.2834
P 1.16397 0.08920 -0.57349 0.4381
H -1.76963 -0.38812 0.30571 0.2991
H -1.05933 -1.89873 -0.57869 0.3121
H -1.54218 -1.72353 1.20046 0.2782
H 0.93399 -0.39077 -2.65111 0.2506
H -0.92973 1.70246 0.29438 0.2511
H 0.13644 2.68746 0.93283 0.2540
H 0.33631 -0.36467 1.63511 0.2760

***

# 2
12
Properties=species:S:1:pos:R:3:mulliken_charge:R:1 method="wB97M-V/def2-TZVPD" energy_ev=-13712.0184 e_homo_ev=-13.910 total_charge=+1 e_above_lowest_kcal_mol=93.2 e_lumo_ev=-4.235
C 0.57949 0.13177 0.76592 -0.5848
N -0.33163 -0.41931 -1.29840 -0.3742
N 0.93569 0.00110 -0.61922 -0.3392
N -0.75625 0.94561 0.62621 -0.4632
I 0.05078 -1.80335 1.87225 0.1695
H 1.55737 0.56926 1.61012 0.4465
H -0.35630 -1.49672 -1.27126 0.3272
H -0.18666 -0.22713 -2.22055 0.2302
H 1.65651 -0.73007 -0.77136 0.3347
H -0.65746 2.00669 0.66781 0.3372
H -1.00811 0.57261 -0.51320 0.5533
H -1.48341 0.44953 1.15167 0.3629

***

# 3
10
Properties=species:S:1:pos:R:3:mulliken_charge:R:1 method="wB97M-V/def2-TZVPD" energy_ev=-4123.1880 smiles=NC[NH3+] e_homo_ev=-15.038 total_charge=+1 e_above_lowest_kcal_mol=16.7 e_lumo_ev=-3.833
C -0.30447 0.61493 0.08998 -0.3081
N -1.40544 -0.25170 -0.07186 -0.3932
N 1.04173 -0.25750 0.02553 -0.4447
H -0.31586 1.32807 0.96955 0.3484
H -0.02534 1.22509 -0.82695 0.3310
H -1.67034 -0.66692 -0.93732 0.2233
H -1.86793 -0.48751 0.70565 0.1843
H 1.66472 0.56746 -0.17100 0.3880
H 1.49573 -0.75961 0.86333 0.3595
H 0.85639 -0.93455 -0.69955 0.3115

***

# 4
11
Properties=species:S:1:pos:R:3:mulliken_charge:R:1 method="wB97M-V/def2-TZVPD" energy_ev=-6178.2905 e_homo_ev=-2.664 total_charge=-1 e_above_lowest_kcal_mol=1.1 e_lumo_ev=4.882
N 0.24927 -1.32191 1.98034 -0.7246
H 1.13987 -1.64758 2.32875 0.1706
H 0.32656 -1.11906 0.96940 0.4177
H -0.44909 -2.04614 2.07166 0.1753
N -0.01434 1.76891 -0.75242 -0.7752
C -0.37720 0.46980 -1.42249 -0.3805
O 0.00528 -0.63169 -0.78177 -0.9352
H 0.98860 1.72469 -0.58247 0.2654
H -0.40824 1.66828 0.18146 0.2724
H 0.03058 0.57987 -2.45702 0.2553
H -1.49128 0.55484 -1.53545 0.2587